{
  "formula": "C31H62Cl8O9",
  "method": "ωB97M-V with the def2-TZVPD basis set",
  "orbital_gap_ev": 8.22,
  "e_tot_ev": -151723.7811,
  "lumo_energy_ev": -0.3,
  "elements": ["C", "Cl", "Cl", "H", "H", "C", "Cl", "Cl", "H", "H", "C", "Cl", "Cl", "H", "H", "C", "Cl", "Cl", "H", "H", "C", "C", "O", "C", "H", "H", "H", "H", "H", "H", "C", "C", "O", "C", "H", "H", "H", "H", "H", "H", "C", "C", "O", "C", "H", "H", "H", "H", "H", "H", "C", "C", "O", "C", "H", "H", "H", "H", "H", "H", "C", "C", "O", "C", "H", "H", "H", "H", "H", "H", "C", "C", "O", "C", "H", "H", "H", "H", "H", "H", "C", "C", "O", "C", "H", "H", "H", "H", "H", "H", "C", "C", "O", "C", "H", "H", "H", "H", "H", "H", "C", "C", "O", "C", "H", "H", "H", "H", "H", "H"],
  "xyz": [[2.790, -2.484, 1.131], [4.026, -3.279, 0.146], [3.157, -0.705, 1.265], [1.802, -2.615, 0.690], [2.865, -2.971, 2.103], [0.518, -3.637, -1.190], [1.385, -4.650, -2.367], [-1.231, -3.801, -1.343], [0.857, -4.008, -0.223], [0.796, -2.589, -1.298], [-0.625, 3.195, 0.979], [-0.971, 3.809, -0.596], [-1.749, 3.944, 2.167], [-0.625, 2.105, 0.960], [0.353, 3.631, 1.180], [-3.662, 0.701, 0.360], [-4.924, 1.222, 1.519], [-2.580, 2.029, 0.075], [-3.137, -0.111, 0.863], [-4.125, 0.450, -0.595], [5.176, -0.233, -0.939], [3.806, 0.372, -1.274], [3.403, 1.350, -0.696], [2.983, -0.398, -2.334], [5.344, -1.164, -1.481], [5.125, -0.574, 0.095], [6.108, 0.322, -1.040], [2.122, 0.269, -2.316], [2.583, -1.323, -1.917], [3.579, -0.433, -3.245], [2.667, 3.289, 0.308], [2.386, 2.388, 1.497], [1.322, 2.371, 2.092], [3.432, 1.343, 1.715], [1.762, 3.785, -0.042], [3.071, 2.803, -0.580], [3.341, 4.099, 0.587], [3.236, 0.439, 1.138], [3.295, 0.994, 2.738], [4.401, 1.750, 1.424], [-2.559, -2.268, 0.582], [-2.164, -3.240, 1.703], [-3.015, -3.995, 2.178], [-0.750, -3.303, 2.258], [-3.473, -2.542, 0.056], [-1.722, -2.105, -0.096], [-2.796, -1.291, 1.005], [-0.036, -3.862, 1.653], [-0.686, -3.887, 3.175], [-0.408, -2.286, 2.448], [-0.335, 1.497, 2.436], [-0.577, 0.909, 3.818], [-1.681, 1.190, 4.334], [0.467, -0.029, 4.379], [-0.040, 0.735, 1.715], [0.128, 2.483, 2.487], [-1.322, 1.794, 2.084], [1.475, 0.364, 4.246], [0.402, -0.980, 3.850], [0.273, -0.132, 5.446], [1.291, 0.116, -0.387], [0.213, -0.723, 0.126], [0.377, -1.853, 0.532], [-1.184, -0.041, 0.329], [2.272, -0.332, -0.228], [1.290, 1.119, 0.038], [1.045, 0.349, -1.423], [-1.643, -0.588, 1.153], [-1.872, -0.326, -0.467], [-1.185, 1.048, 0.357], [1.024, 2.248, -2.624], [1.742, 3.539, -2.289], [1.126, 4.453, -1.730], [3.194, 3.740, -2.528], [-0.042, 2.473, -2.579], [1.216, 1.454, -1.903], [1.250, 1.741, -3.563], [3.550, 2.720, -2.671], [3.617, 4.154, -1.613], [3.459, 4.353, -3.389], [-3.063, -1.092, -2.038], [-2.970, -0.406, -3.365], [-2.991, -1.055, -4.440], [-2.866, 1.081, -3.321], [-3.486, -0.444, -1.270], [-2.030, -1.221, -1.714], [-3.559, -2.061, -2.093], [-3.507, 1.511, -2.551], [-3.129, 1.612, -4.235], [-1.891, 1.358, -2.921], [-3.623, -1.983, 4.371], [-3.086, -0.925, 3.414], [-2.144, -1.156, 2.569], [-3.807, 0.379, 3.383], [-4.591, -1.714, 4.794], [-2.959, -2.040, 5.233], [-3.515, -2.967, 3.915], [-4.057, 0.772, 4.368], [-4.762, 0.325, 2.861], [-3.107, 1.092, 2.946], [-0.562, -2.340, -4.072], [-0.220, -1.213, -3.096], [-0.448, -1.267, -1.892], [0.480, 0.068, -3.530], [0.229, -2.551, -4.791], [-1.488, -2.069, -4.579], [-0.792, -3.242, -3.504], [0.352, 0.927, -2.872], [0.047, 0.295, -4.504], [1.562, -0.058, -3.514]]
}

{
  "formula": "C31H62Cl8O9",
  "method": "ωB97M-V with the def2-TZVPD basis set",
  "orbital_gap_ev": 9.46,
  "e_tot_ev": -151758.0046,
  "lumo_energy_ev": 0.3,
  "elements": ["C", "Cl", "Cl", "H", "H", "C", "Cl", "Cl", "H", "H", "C", "Cl", "Cl", "H", "H", "C", "Cl", "Cl", "H", "H", "C", "C", "O", "C", "H", "H", "H", "H", "H", "H", "C", "C", "O", "C", "H", "H", "H", "H", "H", "H", "C", "C", "O", "C", "H", "H", "H", "H", "H", "H", "C", "C", "O", "C", "H", "H", "H", "H", "H", "H", "C", "C", "O", "C", "H", "H", "H", "H", "H", "H", "C", "C", "O", "C", "H", "H", "H", "H", "H", "H", "C", "C", "O", "C", "H", "H", "H", "H", "H", "H", "C", "C", "O", "C", "H", "H", "H", "H", "H", "H", "C", "C", "O", "C", "H", "H", "H", "H", "H", "H"],
  "xyz": [[-2.249, 1.142, -4.419], [-2.414, 2.587, -5.470], [-1.969, -0.350, -5.337], [-1.363, 1.427, -3.863], [-3.144, 1.049, -3.817], [3.856, -2.199, -1.148], [4.076, -3.821, -0.434], [3.650, -2.309, -2.884], [3.062, -1.611, -0.696], [4.767, -1.685, -0.855], [1.987, 5.411, 2.204], [3.685, 4.991, 2.332], [1.216, 4.403, 0.932], [1.507, 5.157, 3.146], [1.772, 6.464, 2.050], [3.010, -0.758, 3.378], [4.312, -0.824, 4.574], [2.401, 0.865, 3.228], [3.395, -1.140, 2.436], [2.199, -1.423, 3.664], [0.941, -4.079, -4.483], [0.554, -3.371, -3.199], [0.773, -3.901, -2.137], [-0.042, -1.987, -3.391], [1.412, -5.051, -4.317], [1.610, -3.559, -5.168], [0.074, -4.432, -5.052], [-1.039, -2.188, -3.785], [0.442, -1.433, -4.195], [-0.048, -1.328, -2.526], [-4.145, 3.705, -2.346], [-3.035, 4.317, -1.580], [-2.157, 4.960, -2.106], [-3.078, 4.116, -0.069], [-4.185, 4.125, -3.351], [-5.070, 3.835, -1.781], [-4.105, 2.631, -2.540], [-2.935, 3.051, 0.098], [-3.993, 4.556, 0.326], [-2.231, 4.634, 0.382], [1.542, -5.060, 1.031], [1.382, -4.021, 2.101], [1.190, -2.877, 1.742], [1.358, -4.452, 3.559], [1.330, -4.660, 0.041], [0.856, -5.900, 1.166], [2.553, -5.449, 0.912], [2.230, -5.019, 3.878], [0.425, -4.987, 3.736], [1.372, -3.497, 4.091], [1.962, 3.069, -2.346], [2.840, 3.511, -3.492], [2.550, 4.422, -4.227], [4.219, 2.847, -3.624], [2.557, 2.380, -1.737], [1.057, 2.506, -2.578], [1.721, 3.821, -1.595], [4.256, 1.913, -3.070], [4.913, 3.610, -3.262], [4.475, 2.797, -4.682], [-1.935, -2.463, -0.533], [-2.995, -3.008, -1.444], [-3.996, -2.353, -1.670], [-2.838, -4.344, -2.100], [-1.820, -1.437, -0.886], [-0.995, -3.017, -0.554], [-2.165, -2.442, 0.533], [-2.479, -5.035, -1.334], [-2.130, -4.279, -2.925], [-3.825, -4.647, -2.441], [-4.096, 1.704, 3.047], [-5.078, 1.146, 2.033], [-4.836, 1.096, 0.850], [-6.446, 0.792, 2.539], [-3.806, 2.696, 2.697], [-3.272, 0.994, 3.010], [-4.502, 1.843, 4.046], [-6.463, -0.291, 2.695], [-7.082, 0.917, 1.661], [-6.845, 1.335, 3.390], [4.905, 2.916, -0.051], [4.890, 1.411, 0.081], [3.967, 0.680, -0.195], [6.239, 0.820, 0.504], [3.890, 3.305, -0.096], [5.409, 3.171, -0.984], [5.433, 3.325, 0.808], [6.140, -0.252, 0.654], [6.488, 1.290, 1.457], [6.975, 1.093, -0.252], [-2.202, -1.368, 3.127], [-1.889, -1.423, 4.584], [-0.911, -0.882, 5.043], [-2.842, -2.250, 5.446], [-3.256, -1.210, 2.897], [-1.836, -2.270, 2.627], [-1.666, -0.575, 2.605], [-3.816, -1.782, 5.300], [-2.579, -2.200, 6.502], [-2.785, -3.313, 5.211], [-1.026, 1.541, 0.967], [-0.379, 1.020, -0.294], [-0.856, 1.260, -1.378], [0.952, 0.268, -0.127], [-0.895, 2.623, 1.005], [-0.625, 1.212, 1.927], [-2.090, 1.301, 0.954], [1.535, 0.541, 0.747], [1.574, 0.374, -1.014], [0.573, -0.761, -0.115]]
}

{
  "formula": "C31H63Cl2O7P",
  "method": "ωB97M-V with the def2-TZVPD basis set",
  "orbital_gap_ev": 9.81,
  "e_tot_ev": -81832.1965,
  "lumo_energy_ev": 0.7,
  "smiles": "ClCCCPCl.C1CCOC1.C1CCOC1.C1CCOC1.C1CCOC1.C1CCOC1.C1CCOC1.C1CCOC1",
  "elements": ["Cl", "C", "C", "C", "P", "Cl", "H", "H", "H", "H", "H", "H", "H", "C", "C", "C", "O", "C", "H", "H", "H", "H", "H", "H", "H", "H", "C", "C", "C", "O", "C", "H", "H", "H", "H", "H", "H", "H", "H", "C", "C", "C", "O", "C", "H", "H", "H", "H", "H", "H", "H", "H", "C", "C", "C", "O", "C", "H", "H", "H", "H", "H", "H", "H", "H", "C", "C", "C", "O", "C", "H", "H", "H", "H", "H", "H", "H", "H", "C", "C", "C", "O", "C", "H", "H", "H", "H", "H", "H", "H", "H", "C", "C", "C", "O", "C", "H", "H", "H", "H", "H", "H", "H", "H"],
  "xyz": [[2.948, -2.041, -1.964], [2.653, -0.344, -2.410], [1.751, 0.343, -1.398], [0.655, 1.190, -2.006], [-0.697, 0.324, -2.836], [-1.108, -1.087, -1.406], [2.252, -0.353, -3.414], [3.630, 0.117, -2.420], [2.376, 0.978, -0.776], [1.321, -0.389, -0.726], [1.043, 1.881, -2.754], [0.182, 1.785, -1.229], [0.060, -0.513, -3.672], [4.072, -4.162, 2.334], [3.552, -3.610, 3.665], [3.291, -2.148, 3.308], [2.924, -2.133, 1.927], [3.207, -3.401, 1.340], [3.978, -5.242, 2.233], [5.123, -3.898, 2.203], [2.618, -4.105, 3.940], [4.251, -3.719, 4.492], [4.191, -1.540, 3.444], [2.483, -1.702, 3.891], [2.259, -3.925, 1.161], [3.692, -3.231, 0.382], [7.244, -3.205, -4.437], [6.225, -2.430, -3.600], [6.724, -2.695, -2.184], [8.141, -2.840, -2.283], [8.529, -2.963, -3.650], [7.313, -2.870, -5.471], [6.997, -4.268, -4.440], [6.287, -1.364, -3.830], [5.197, -2.750, -3.746], [6.297, -3.622, -1.784], [6.498, -1.886, -1.489], [9.017, -2.035, -3.967], [9.248, -3.778, -3.739], [0.130, -0.720, 2.039], [-1.339, -0.336, 1.849], [-1.481, 0.819, 2.832], [-0.203, 1.462, 2.887], [0.781, 0.638, 2.253], [0.565, -1.258, 1.202], [0.242, -1.339, 2.931], [-1.505, 0.016, 0.827], [-2.032, -1.152, 2.041], [-1.738, 0.460, 3.835], [-2.228, 1.553, 2.528], [1.059, 1.100, 1.298], [1.670, 0.592, 2.883], [-4.904, 4.037, -3.371], [-5.086, 2.700, -2.650], [-3.669, 2.138, -2.687], [-2.791, 3.269, -2.647], [-3.529, 4.468, -2.871], [-5.680, 4.766, -3.144], [-4.884, 3.884, -4.452], [-5.406, 2.870, -1.622], [-5.816, 2.046, -3.120], [-3.476, 1.583, -3.609], [-3.440, 1.487, -1.842], [-3.609, 5.019, -1.927], [-2.985, 5.088, -3.585], [-10.314, 3.577, -2.780], [-10.512, 2.250, -2.043], [-9.100, 1.673, -2.073], [-8.212, 2.790, -2.046], [-8.935, 3.997, -2.284], [-11.081, 4.319, -2.565], [-10.296, 3.409, -3.858], [-10.824, 2.434, -1.014], [-11.244, 1.593, -2.508], [-8.926, 1.102, -2.992], [-8.881, 1.029, -1.222], [-9.005, 4.560, -1.348], [-8.384, 4.600, -3.008], [2.647, 4.965, 3.625], [2.278, 3.614, 4.242], [3.639, 2.933, 4.317], [4.600, 3.972, 4.509], [3.994, 5.244, 4.284], [1.915, 5.748, 3.813], [2.767, 4.864, 2.545], [1.871, 3.759, 5.245], [1.553, 3.047, 3.662], [3.870, 2.408, 3.382], [3.720, 2.221, 5.139], [3.865, 5.751, 5.247], [4.661, 5.846, 3.666], [-1.138, -5.579, 1.779], [-0.187, -4.837, 0.837], [-0.663, -3.396, 0.993], [-1.149, -3.285, 2.333], [-1.276, -4.578, 2.921], [-0.763, -6.546, 2.112], [-2.102, -5.737, 1.293], [0.843, -4.937, 1.187], [-0.230, -5.181, -0.194], [-1.481, -3.178, 0.302], [0.130, -2.664, 0.840], [-0.481, -4.712, 3.662], [-2.237, -4.639, 3.433]]
}